No. 1
Computed, not measured: one molecule with the formula C17H14N6O, with the ωB97M-V functional and the def2-TZVPD basis.

Summary:
Frontier orbital gap: 8.35 eV
Relative energy (zero: lowest compared OMol25 entry of this formula, charge and spin): 0.00 kJ/mol
E_HOMO: -7.79 eV

```
! wB97M-V def2-TZVPD RIJCOSX def2/J DEFGRID3
* xyz 0 1
H -2.283 4.584 2.230
H 5.416 -0.025 -1.652
C -1.640 2.592 1.527
C -2.018 1.470 0.817
N -0.889 -2.093 -0.610
H 0.826 -6.159 -0.058
H 3.416 -1.535 -1.605
C 0.708 -4.219 -0.409
H -5.919 3.030 0.224
C -3.782 3.541 1.106
H -0.674 2.619 1.991
H 2.236 -5.233 0.381
H 5.272 2.196 -0.677
N -1.202 0.341 0.658
C 3.173 2.069 -0.275
N -0.555 -4.398 -0.652
H -3.596 0.505 -0.369
N 1.409 -5.357 -0.182
C 3.361 -0.555 -1.165
H -2.451 -3.462 -0.872
O -5.366 2.354 -0.215
C 2.157 -0.090 -0.580
C -2.521 3.666 1.685
N 0.869 -0.590 -0.284
C -4.145 2.440 0.342
N 0.793 1.529 0.290
C -1.344 -3.336 -0.755
C 2.072 1.237 -0.203
C 0.394 -1.888 -0.434
C 4.496 0.278 -1.203
C 1.260 -2.989 -0.348
H 2.301 -2.842 -0.162
C 4.414 1.572 -0.689
H -1.688 -0.547 0.399
C 0.105 0.418 0.240
C -3.235 1.384 0.215
H -4.417 4.404 1.253
H 3.048 3.087 0.043
*
```

Atom charges from the Mulliken analysis, given in e for atoms 1 to 8: H 0.360; H 0.411; C -0.210; C 0.375; N -0.668; H 0.276; H 0.506; C 0.514

***

No. 2
Computed, not measured: a 2-piece molecular cluster, C11H14N2O overall, with the ωB97M-V functional and the def2-TZVPD basis.

Summary:
Frontier orbital gap: 9.07 eV
Relative energy (zero: lowest compared OMol25 entry of this formula, charge and spin): 121.98 kJ/mol
E_HOMO: -8.24 eV

```
! wB97M-V def2-TZVPD RIJCOSX def2/J DEFGRID3
* xyz 0 1
H 1.176 0.430 -1.931
H 2.433 2.048 1.134
H 1.019 2.321 3.137
N -0.490 -1.903 -2.085
C 1.637 -2.139 -0.752
C 0.144 -2.198 -0.912
H -2.876 -2.748 -0.214
C 0.801 1.506 -0.144
H 1.937 -1.152 -0.416
C -0.587 1.240 -0.160
C 1.373 1.808 1.060
H 2.594 1.353 -1.360
C -1.410 1.497 0.903
C 0.563 2.082 2.193
C -1.765 -2.053 -1.857
H 2.067 -2.338 -1.721
H -1.023 0.765 -1.031
H -1.202 2.876 3.773
H 1.961 -2.925 -0.073
H 1.190 2.203 -2.109
H -2.599 -1.832 -2.506
H -0.749 -3.013 1.015
C 1.513 1.373 -1.490
N -1.997 -2.423 -0.570
C -0.776 -2.535 0.044
C -0.790 2.040 2.061
O -1.678 2.456 3.036
H -2.465 1.261 0.977
*
```

Atom charges from the Mulliken analysis, given in e for atoms 1 to 8: H 0.309; H 0.348; H 0.316; N -0.583; C -1.168; C 0.997; H 0.187; C 0.056

***

No. 3
Computed, not measured: C39H34ClN3PbSSi2 as an isolated structure, with the ωB97M-V functional and the def2-TZVPD basis.

Summary:
Frontier orbital gap: 4.92 eV
E_HOMO: -12.64 eV

```
! wB97M-V def2-TZVPD RIJCOSX def2/J DEFGRID3
* xyz 2 1
C -4.980 -4.628 1.845
H -3.446 4.845 1.362
H 6.443 -0.969 -5.301
C 1.444 -1.456 -2.145
C -2.832 0.452 0.106
C -2.017 0.427 3.018
C -1.515 4.267 2.176
C -0.804 -0.310 3.203
H 3.665 -0.192 0.607
H 0.487 3.593 2.692
S -4.410 1.075 0.206
C -3.568 -4.697 1.928
H -4.124 -0.011 3.586
C -5.839 -5.512 2.485
Si -0.642 2.655 -2.122
H 3.133 4.989 -2.491
H 5.740 1.676 0.149
C -4.074 -2.803 0.941
C -4.002 -1.432 0.477
H -6.182 -3.073 1.004
N -5.248 -3.435 1.205
N -3.020 -3.553 1.356
C 1.115 0.637 -0.805
H 1.109 3.103 0.349
C 3.796 2.155 -0.719
N -2.738 -0.885 0.221
H -3.428 -7.505 3.860
C 3.725 4.258 -1.944
C 5.305 -1.122 -2.065
C -3.854 -6.674 3.291
H -3.125 -2.303 4.589
C 5.863 -0.729 -4.406
C 4.271 -0.167 -2.130
H -1.970 1.086 -0.095
H 6.906 3.592 -0.950
H -6.918 -5.370 2.404
C 6.097 -1.381 -3.192
Cl -2.426 1.924 -2.835
H 5.615 5.201 -2.359
C 5.108 4.389 -1.842
H -1.759 4.589 3.187
C -2.463 4.409 1.152
H 4.663 0.793 -5.381
C 3.067 3.173 -1.344
H 6.899 -2.121 -3.137
C 1.539 -0.769 -0.873
H 0.818 1.101 0.153
H -6.070 -0.763 0.587
H 1.301 -1.216 -4.286
H -1.915 -5.815 2.708
C 5.174 2.387 -0.468
H -0.108 3.631 -2.980
H 3.419 1.394 -3.378
C -3.077 -0.322 3.551
H 5.511 -1.652 -1.126
C -0.912 3.388 -0.420
C 0.076 3.388 0.582
H 1.666 -1.414 0.029
C -2.546 -1.535 4.073
C 4.127 0.558 -3.321
C 1.178 -0.761 -3.298
C -2.999 -5.753 2.660
C 4.872 0.250 -4.460
H 0.514 1.113 -4.169
Pb -0.597 -1.534 0.854
C 0.748 0.575 -3.240
C 5.830 3.467 -1.070
C -2.157 3.981 -0.143
C -0.253 3.738 1.893
C -5.022 -0.522 0.447
H 1.978 3.117 -1.441
C -1.156 -1.535 3.875
C -5.252 -6.552 3.215
Si 3.102 0.319 -0.668
H 1.720 -2.513 -2.155
H -0.450 -2.281 4.256
H 0.204 0.096 3.077
C 0.541 1.213 -2.017
H -2.087 1.448 2.630
H -5.885 -7.280 3.734
H -2.897 4.091 -0.947
*
```

Atom charges from the Mulliken analysis, given in e for atoms 1 to 8: C 0.718; H 0.445; H 0.420; C -1.151; C 0.517; C -0.010; C -0.645; C -0.884

***

No. 4
Computed, not measured: a 2-piece molecular cluster, CH4Br2Si overall, with the ωB97M-V functional and the def2-TZVPD basis.

Summary:
Frontier orbital gap: 4.00 eV
Relative energy (zero: lowest compared OMol25 entry of this formula, charge and spin): 365.43 kJ/mol
E_HOMO: -7.38 eV

```
! wB97M-V def2-TZVPD RIJCOSX def2/J DEFGRID3
* xyz 0 1
Br -2.825 -1.029 0.303
C 0.146 0.689 0.490
H -0.583 1.526 0.879
H -0.328 -2.113 -0.492
H 0.576 1.036 -0.534
Si -0.688 -1.018 0.242
Br 2.685 0.109 -1.929
H 1.017 0.800 1.040
*
```

For each atom in turn, the Mulliken charge in e is: Br -0.055; C -0.814; H 0.294; H 0.025; H 0.203; Si 0.742; Br -0.761; H 0.366

***

No. 5
Computed, not measured: one molecule with the formula C5H3F6NO, with the ωB97M-V functional and the def2-TZVPD basis.

Summary:
Frontier orbital gap: 11.55 eV
E_HOMO: -10.97 eV

```
! wB97M-V def2-TZVPD RIJCOSX def2/J DEFGRID3
* xyz 0 1
N -0.403 -0.155 -1.242
F 2.072 -1.362 1.096
C 0.782 0.050 -0.331
F 1.800 1.297 1.278
C -0.665 0.002 -0.035
C 1.629 1.288 -0.044
H -3.420 0.867 0.237
H -2.857 -0.513 -0.585
F 2.811 1.255 -0.687
C -2.942 -0.077 0.343
H -3.476 -0.595 1.165
C 1.605 -1.186 -0.173
F 2.649 -1.140 -0.978
F 1.050 2.472 -0.423
F 0.925 -2.291 -0.464
O -1.559 0.087 0.844
*
```

Atom charges from the Mulliken analysis, given in e for atoms 1 to 8: N -0.783; F -0.270; C 0.973; F -0.227; C -0.140; C 0.813; H 0.283; H 0.391

***

No. 6
Computed, not measured: an isolated ion of composition C4H13N2O3Si and charge +1, with the ωB97M-V functional and the def2-TZVPD basis.

Summary:
Frontier orbital gap: 8.58 eV
Relative energy (zero: lowest compared OMol25 entry of this formula, charge and spin): 0.00 kJ/mol
E_HOMO: -13.12 eV

```
! wB97M-V def2-TZVPD RIJCOSX def2/J DEFGRID3
* xyz 1 1
H 1.345 3.492 -0.773
C -0.374 -0.999 -0.507
H -2.385 1.154 1.022
H -2.320 -0.643 0.962
H 0.412 1.472 -2.039
C -0.058 2.156 -1.369
C -1.895 0.256 0.659
O 2.073 -2.647 -0.120
H 1.035 1.227 0.140
H -1.013 2.229 -1.735
N -0.792 0.230 0.018
Si 0.806 -2.280 0.810
H 2.625 -3.501 -0.015
H -0.597 -4.047 0.363
N 0.477 3.503 -1.385
H 0.935 -1.612 2.923
H -1.132 -1.758 -0.809
O -0.140 -3.576 1.173
H 0.254 -0.855 -1.408
H -0.175 4.114 -0.860
C 0.008 1.446 0.042
H -0.248 1.934 0.848
O 1.161 -1.294 2.059
*
```

Atom charges from the Mulliken analysis, given in e for atoms 1 to 8: H 0.287; C -0.928; H 0.273; H 0.329; H 0.357; C -0.739; C -0.286; O -0.507